Molecular formula: C16H31Br9O23S6
Method: DFT, ωB97M-V with the def2-TZVPD basis set

Net charge   0
HOMO-LUMO gap   9.747 eV
HOMO energy   -10.167 eV
Max |F|   2.798 eV Å⁻¹

The geometry in XYZ format:
```
85
Properties=species:S:1:pos:R:3:mulliken_charge:R:1
O 0.28 -0.80 2.75 -0.1807
S 0.80 -1.79 3.63 0.9772
O 1.69 -2.79 3.17 -0.5600
O 1.52 -1.06 4.84 -0.3911
C 0.94 0.11 5.43 -0.4788
C 1.17 1.36 4.59 -0.5008
C -0.56 -2.59 4.47 -1.1278
H 1.37 0.27 6.42 0.3808
H -0.12 -0.05 5.66 0.2543
H 0.50 1.43 3.74 -0.1262
H 2.19 1.36 4.22 0.2099
H 0.99 2.23 5.22 0.4683
H -0.25 -3.62 4.64 0.3926
H -1.44 -2.56 3.83 0.3328
H -0.75 -2.07 5.41 0.3740
C 4.22 -0.04 -3.80 -0.4305
Br 6.04 -0.05 -4.39 -0.0164
Br 3.65 1.75 -3.30 -0.0430
Br 3.74 -1.38 -2.48 0.0915
H 3.59 -0.30 -4.64 0.3909
C 4.08 1.39 0.43 0.0650
Br 5.82 1.04 -0.28 -0.0133
Br 4.15 2.65 1.91 -0.0965
Br 3.24 -0.28 0.96 0.0946
H 3.45 1.85 -0.32 -0.0264
C 0.57 -3.47 -3.19 0.6046
Br -0.24 -3.93 -1.49 -0.0700
Br -0.83 -3.08 -4.48 -0.1021
Br 1.63 -4.90 -3.91 -0.0427
H 1.15 -2.57 -3.08 -0.4937
C -3.56 -0.24 -3.30 0.8627
C -3.84 -1.71 -3.04 -0.1012
O -5.22 -1.70 -2.59 -0.3393
S -6.05 -0.63 -3.40 1.0653
O -6.94 0.07 -2.55 -0.5362
O -6.52 -1.20 -4.60 -0.5495
O -4.81 0.34 -3.70 -0.3403
H -2.78 -0.08 -4.03 0.2687
H -3.25 0.23 -2.38 -0.6601
H -3.31 -2.15 -2.20 0.1000
H -3.69 -2.36 -3.91 0.2204
C 0.08 -0.55 -0.55 0.4087
C 0.47 0.92 -0.38 1.7026
O 1.09 1.20 -1.62 -0.3634
S 0.19 0.64 -2.83 1.1595
O 1.02 0.12 -3.84 -0.5582
O -0.81 1.61 -3.08 -0.6284
O -0.35 -0.56 -1.93 -0.1727
H -0.71 -0.91 0.10 0.1987
H 0.89 -1.28 -0.51 -0.2030
H 1.12 1.10 0.46 -0.0706
H -0.49 1.43 -0.25 -1.1880
C -4.88 2.57 0.00 -0.2879
C -3.65 2.92 -0.87 -0.2858
O -2.55 2.31 -0.15 -0.4004
S -3.03 1.33 1.00 1.0745
O -2.11 1.36 2.07 -0.5054
O -3.35 0.08 0.40 -0.5591
O -4.35 2.19 1.26 -0.3813
H -5.54 1.84 -0.46 0.1976
H -5.46 3.47 0.19 0.3223
H -3.37 3.97 -0.91 0.3589
H -3.72 2.57 -1.89 0.1844
C -0.79 5.19 1.99 -0.3353
C 0.38 4.30 1.59 0.5229
O 0.42 4.30 0.16 -0.0586
S -0.27 5.61 -0.43 1.1114
O -1.00 5.22 -1.57 -0.5211
O 0.62 6.71 -0.54 -0.5811
O -1.25 5.86 0.81 -0.3575
H -0.53 5.85 2.82 0.3284
H -1.69 4.69 2.37 0.2559
H 0.30 3.27 1.93 -0.5565
H 1.31 4.74 1.96 0.2849
C 3.82 -4.74 1.32 -0.2598
C 3.14 -3.75 0.36 0.5336
O 2.76 -4.56 -0.76 0.0427
S 3.71 -5.83 -0.90 1.0652
O 4.99 -5.52 -1.43 -0.5681
O 2.96 -6.87 -1.48 -0.5379
O 3.82 -6.01 0.69 -0.4010
H 3.36 -4.80 2.31 0.2587
H 4.84 -4.41 1.49 0.3011
H 3.76 -2.93 0.02 -0.2688
H 2.23 -3.31 0.77 -0.1891
```